# C32H82N4O9P2Si

A 6-piece molecular cluster, C32H82N4O9P2Si overall (ωB97M-V/def2-TZVPD, OMol25).

Element x y z (Å)
H 3.294 -1.534 0.652
H 4.436 -0.572 -0.203
C -1.928 -0.756 -2.173
H 4.426 -5.760 -2.580
H -1.083 2.905 -3.325
O 0.987 4.526 -5.930
H -2.122 -1.861 7.316
H -2.006 2.801 9.241
H -2.708 2.183 7.748
H 8.153 -5.507 -2.792
H -2.913 -1.357 -0.329
N -2.851 2.708 -1.590
C 8.047 0.000 -3.434
C -7.937 3.317 6.073
C -8.756 2.227 6.747
H 0.238 2.592 -2.488
H -6.281 -1.353 -3.744
H -4.442 -0.051 -1.809
H -1.933 -3.427 -0.132
H -9.496 1.845 6.043
C -1.102 1.753 -0.178
H -4.525 -1.134 7.527
H -2.791 -1.213 5.810
O -0.833 1.320 3.139
C 7.074 -5.369 -2.861
H -2.402 0.686 10.403
H -6.219 2.025 7.680
C -6.977 1.350 8.094
H 8.338 0.163 -4.473
H -7.253 3.801 6.773
H 11.085 -0.382 -4.659
H -7.063 -0.895 -1.646
H -6.010 -0.500 -0.286
N -0.727 2.294 -2.593
H 8.872 -0.686 -1.579
H 11.956 -1.717 -3.908
H 11.557 -1.770 -5.635
C -6.136 -1.144 -1.146
H -0.603 1.309 4.083
H 7.782 0.968 -3.008
C 9.889 -2.169 -4.332
O -1.399 -0.960 3.987
O 5.256 -3.950 -2.004
H -2.030 1.520 0.329
H -7.340 2.898 5.262
H 2.505 5.297 -8.852
O -0.522 -0.592 -1.938
C -1.417 2.685 -1.365
C -2.639 -1.782 -1.293
H 6.603 -6.337 -2.684
H 10.075 -0.028 -2.672
H -2.026 -1.114 -3.193
N 1.570 0.639 -0.677
H 3.487 -6.269 -0.295
P -0.272 -1.127 1.272
C 11.198 -1.468 -4.651
H 1.246 4.075 -8.705
O -2.923 0.077 2.295
H 0.878 5.753 -8.312
C 2.565 -1.170 -1.988
H -7.906 2.878 9.334
C 2.436 -0.279 -0.788
C -1.823 -3.077 -1.147
H 2.562 5.657 -6.436
H 3.412 0.205 1.055
P -1.422 -0.124 2.796
H 4.265 -4.804 0.333
C 3.462 -0.531 0.271
H -0.499 2.325 0.514
H -4.062 0.513 7.142
C 6.616 -4.325 -1.858
O -3.472 -0.234 8.983
C -4.940 -0.962 -2.108
H -6.171 -2.151 -0.755
C -3.703 -0.420 7.593
H 7.191 -3.411 -2.009
C -7.496 1.870 9.424
C 0.988 2.073 -6.108
Si -0.097 0.205 -0.547
O -7.995 1.103 7.141
H 3.332 -4.522 -1.991
H -1.487 0.350 8.944
H 0.981 -1.208 1.902
C 9.166 -0.639 -2.627
H -8.288 1.223 9.803
C -2.745 2.109 8.836
C -5.401 -0.750 -3.549
H 2.214 -0.644 -2.858
H 1.972 -2.057 -1.780
H 7.163 -0.640 -3.433
H -3.739 2.427 9.157
H 9.108 -1.877 -5.043
H -8.595 4.086 5.668
H -3.681 -2.425 -3.012
H -0.780 -2.931 -1.382
H 6.821 -5.059 -3.876
H 1.722 1.985 -6.910
N -1.026 4.060 -0.926
C 4.306 -4.983 -1.818
H -0.018 4.170 -0.909
H -0.287 3.465 -7.173
H 5.243 -6.151 -0.240
H 6.815 -4.656 -0.832
C -3.949 -2.145 -2.000
H -1.697 -0.240 6.775
H -1.433 4.741 -1.555
H -3.274 2.993 -0.716
C 2.070 4.759 -6.812
H -2.410 0.216 -2.144
C 0.209 3.375 -6.200
C 4.327 -5.587 -0.424
H -3.110 1.005 2.065
H -6.484 0.392 8.258
H 2.803 3.947 -6.744
H 10.022 -3.246 -4.438
H -5.628 0.289 -3.749
H 1.525 2.017 -5.160
H 3.587 -1.509 -2.096
C -2.510 -0.965 6.828
H -3.098 3.400 -2.290
H -6.688 1.904 10.155
C 1.649 4.984 -8.255
H -9.312 2.634 7.599
H 0.313 1.221 -6.180
H -4.412 -3.002 -1.529
H -0.582 3.370 -5.449
H -2.258 -3.842 -1.781
H -4.643 -1.040 -4.262
C -2.460 0.693 9.314
O 9.447 -1.975 -3.001

Cartesian forces, eV/Å:
H -0.082 -0.259 0.237
H 0.380 0.105 0.124
C 0.212 -0.206 -0.308
H 0.024 -0.029 0.029
H -0.022 -0.136 -0.131
O -0.073 0.096 0.151
H -0.041 -0.024 -0.011
H -0.004 -0.004 0.025
H 0.035 0.021 0.006
H 0.012 0.036 0.002
H 0.252 0.105 0.348
N 0.062 -0.499 -0.130
C 0.054 -0.060 -0.150
C 0.120 0.009 0.124
C -0.050 0.070 -0.064
H 0.155 -0.300 -0.031
H -0.234 -0.105 -0.208
H 0.338 0.220 0.109
H 0.253 -0.240 0.329
H 0.022 -0.084 0.019
C 0.239 -0.239 -0.802
H -0.029 0.018 0.123
H 0.013 -0.005 -0.059
O -0.112 0.656 -0.121
C -0.153 -0.132 0.034
H -0.051 -0.064 0.003
H -0.010 0.041 0.039
C 0.071 -0.031 0.137
H 0.001 0.048 0.011
H -0.028 0.038 -0.002
H 0.005 -0.003 -0.049
H -0.328 0.016 0.073
H -0.168 0.244 0.290
N -0.334 0.265 -0.059
H 0.033 -0.095 0.008
H 0.008 -0.060 -0.021
H -0.003 -0.023 -0.001
C 0.583 0.285 -0.173
H -0.075 0.072 -0.207
H 0.001 -0.002 0.022
C 0.068 -0.023 -0.110
O 0.185 -0.707 0.755
O -0.100 0.196 -0.028
H -0.202 -0.108 0.044
H -0.048 -0.012 -0.037
H 0.012 0.017 0.012
O -0.565 -0.159 1.114
C 0.181 1.179 0.486
C -0.097 -0.479 -0.582
H 0.048 -0.017 0.011
H -0.012 0.020 -0.044
H 0.185 -0.039 -0.344
N -1.241 -0.510 0.929
H -0.020 0.014 -0.007
P -0.800 -0.727 -0.445
C -0.055 0.160 0.073
H 0.042 -0.002 -0.027
O 0.074 0.964 -0.624
H 0.040 0.049 0.012
C 0.026 -0.141 0.520
H 0.040 0.015 0.029
C 0.795 0.316 -0.274
C -0.582 0.369 0.321
H -0.054 0.001 0.080
H 0.016 0.145 0.264
P 0.600 -0.742 0.308
H -0.061 0.010 -0.009
C 0.175 0.099 -0.458
H 0.197 -0.024 0.401
H 0.031 -0.002 -0.031
C 0.174 0.047 -0.035
O -0.146 -0.051 0.078
C -0.269 -0.467 0.147
H -0.248 -0.329 -0.070
C 0.044 -0.106 -0.140
H -0.067 0.043 -0.009
C -0.105 0.170 -0.084
C 0.129 0.058 -0.111
Si 0.923 1.248 -0.925
O -0.007 -0.125 -0.051
H 0.050 0.086 -0.060
H 0.000 0.040 -0.045
H 0.009 0.508 0.095
C -0.075 0.123 0.022
H 0.044 -0.052 0.017
C -0.024 -0.041 -0.157
C -0.045 -0.152 0.140
H -0.256 -0.101 -0.379
H -0.302 -0.212 -0.275
H -0.013 0.010 0.058
H 0.015 0.006 0.056
H 0.021 0.042 -0.011
H -0.017 -0.012 -0.011
H 0.122 -0.411 -0.260
H 0.301 -0.073 0.005
H 0.050 0.052 -0.002
H -0.031 -0.034 -0.024
N -0.304 -0.316 0.227
C -0.089 -0.058 0.090
H -0.002 0.077 -0.027
H 0.032 -0.036 -0.024
H -0.027 -0.039 -0.001
H -0.014 -0.061 -0.016
C -0.068 1.090 -0.084
H 0.009 -0.002 -0.087
H 0.226 0.092 -0.114
H -0.161 0.090 -0.079
C 0.085 0.056 -0.085
H -0.095 0.194 0.092
C 0.004 -0.158 -0.011
C 0.174 -0.035 -0.004
H -0.065 -0.409 0.071
H -0.042 -0.041 -0.095
H -0.016 -0.024 -0.041
H -0.046 -0.018 0.083
H -0.294 0.280 0.021
H -0.066 -0.022 0.043
H 0.274 -0.073 -0.199
C -0.026 0.134 0.349
H -0.005 -0.018 -0.021
H 0.016 -0.035 -0.006
C -0.114 -0.146 0.002
H 0.031 0.045 0.004
H -0.021 0.006 0.035
H -0.106 -0.225 0.182
H 0.009 0.115 0.012
H 0.156 -0.183 -0.329
H 0.290 -0.064 -0.201
C 0.059 0.076 0.054
O -0.039 -0.166 0.131

- Total charge: 0
- Structure (SMILES): CC(C)=N[Si@@](CC(N)(N)N)(OC[C@H](C)CC(C)C)PP(=O)(O)O.CCOCC.CCOCC.CCOCC.CCOCC.CCOCC
- HOMO: -8.3 eV
- LUMO: 0.3 eV
- Electronic energy: -3136.87088 Ha